Entry 1:
C11H26B3INO12P as an isolated structure in a non-equilibrium geometry. Source: the Open Molecules 2025 dataset; level of theory: the ωB97M-V functional and the def2-TZVPD basis.

```
55
Properties=species:S:1:pos:R:3:lowdin_charge:R:1
C 2.990 -1.252 -0.808 -0.11
O 3.325 -1.054 -2.164 -0.18
C 2.951 0.215 -2.662 -0.22
C 1.494 0.614 -2.392 -0.17
C 1.276 1.653 -1.276 -0.20
C 0.389 2.829 -1.711 -0.05
B -1.119 2.457 -1.782 -0.52
O -2.090 3.264 -2.373 0.24
B -3.123 2.558 -2.920 -1.10
I -5.085 3.343 -3.055 0.97
O -2.888 1.229 -3.236 0.18
B -2.455 0.564 -2.099 -0.54
P -3.240 -1.153 -1.668 0.53
N -4.326 -1.648 -2.648 -0.15
O -3.808 -1.013 -0.160 -0.16
O -2.022 -2.176 -1.452 -0.16
O -1.569 1.221 -1.289 0.26
H 1.932 -1.504 -0.681 0.08
H 3.210 -0.367 -0.199 0.09
H 3.584 -2.085 -0.438 0.09
H 3.631 0.985 -2.266 0.12
H 3.121 0.168 -3.737 0.12
H 0.907 -0.285 -2.193 0.11
H 1.100 1.027 -3.326 0.12
H 0.823 1.160 -0.413 0.11
H 2.241 2.037 -0.940 0.11
H 0.543 3.681 -1.041 0.12
H 0.695 3.149 -2.713 0.12
H -4.509 -1.039 -3.435 -0.01
H -4.769 -0.905 -0.238 0.08
H -2.346 -3.066 -1.677 0.09
C 4.972 -6.742 2.375 -0.04
O 4.185 -5.587 2.061 0.00
C 2.872 -5.811 2.029 -0.63
O 2.332 -6.866 2.237 0.12
O 2.260 -4.667 1.727 0.00
C 0.833 -4.762 1.656 -0.03
H 6.003 -6.404 2.362 0.09
H 4.712 -7.125 3.359 0.10
H 4.821 -7.520 1.629 0.10
H 0.422 -5.071 2.615 0.10
H 0.536 -5.469 0.884 0.10
H 0.487 -3.764 1.403 0.09
C -3.030 2.917 1.419 -0.02
O -2.721 3.408 2.726 0.01
C -2.107 4.590 2.729 -0.62
O -1.798 5.224 1.753 0.12
O -1.889 4.947 3.993 0.01
C -1.228 6.208 4.143 -0.04
H -3.504 1.951 1.564 0.10
H -3.709 3.594 0.902 0.11
H -2.119 2.793 0.838 0.08
H -1.825 7.007 3.708 0.10
H -0.248 6.185 3.669 0.10
H -1.124 6.357 5.213 0.09
```

* energy: -2106.33205 Eh
* HOMO level: -9.631 eV
* frontier orbital gap: 9.8 eV
* largest force on an atom: 1.02 eV Å⁻¹
* LUMO: 0.20 eV

***

Entry 2:
A 3-piece molecular cluster, C11H26Br2NO7P2S3 overall in a non-equilibrium geometry. Source: the Open Molecules 2025 dataset; level of theory: the ωB97M-V functional and the def2-TZVPD basis.

```
52
Properties=species:S:1:pos:R:3:lowdin_charge:R:1
O -0.118 1.351 2.744 0.06
C 0.669 0.532 2.408 -0.82
Br 1.216 -0.869 3.646 0.79
C 1.308 0.458 1.043 -0.12
C 0.264 0.402 -0.073 -0.27
C -0.592 -0.865 -0.116 -0.48
P -1.935 -1.076 1.156 0.45
S -2.994 -2.641 0.693 0.19
O 0.225 -2.004 -0.146 -0.15
C 0.888 -2.095 -1.387 -0.35
C 1.777 -3.335 -1.326 -0.13
P 2.696 -3.357 0.249 0.46
O 3.396 -2.085 0.463 -0.27
O 1.723 -3.742 1.446 -0.11
O 3.718 -4.593 0.134 -0.10
C 1.752 -0.860 -1.654 -0.13
N 1.054 0.434 -1.389 -0.42
Br -0.013 1.026 -2.828 0.95
H 1.876 1.386 0.932 0.13
H 2.031 -0.358 0.993 0.09
H -0.400 1.265 -0.092 0.14
H -1.181 -0.828 -1.044 0.10
H -1.327 -1.149 2.419 -0.04
H -2.716 0.098 1.071 0.00
H 0.164 -2.219 -2.204 0.16
H 2.461 -3.374 -2.173 0.12
H 1.140 -4.223 -1.412 0.12
H 0.872 -4.088 1.144 0.09
H 3.604 -5.098 -0.679 0.08
H 2.660 -0.904 -1.047 0.12
H 2.062 -0.864 -2.699 0.13
H 1.819 1.169 -1.271 0.04
C -5.457 -0.460 3.147 -0.27
S -5.992 -0.383 1.436 0.80
O -4.838 0.140 0.644 -0.63
C -7.120 0.996 1.649 -0.27
H -4.712 -1.250 3.224 0.03
H -5.024 0.497 3.439 0.06
H -6.310 -0.702 3.781 0.06
H -6.578 1.855 2.044 0.06
H -7.922 0.703 2.327 0.06
H -7.538 1.238 0.674 0.05
C 4.693 4.042 -1.995 -0.24
S 3.139 3.741 -1.166 0.91
O 2.989 2.232 -1.115 -0.57
C 2.060 4.307 -2.472 -0.26
H 5.494 3.702 -1.342 0.06
H 4.720 3.494 -2.936 0.07
H 4.790 5.113 -2.168 0.07
H 2.259 3.732 -3.377 0.06
H 2.211 5.370 -2.656 0.07
H 1.038 4.141 -2.139 0.04
```

* charge: +1
* energy: -8041.26612 Eh
* HOMO level: -10.733 eV
* frontier orbital gap: 6.7 eV
* largest force on an atom: 1.51 eV Å⁻¹
* LUMO: -4.07 eV

***

Entry 3:
C11H26CrN4O7S as an isolated structure in a non-equilibrium geometry. Source: the Open Molecules 2025 dataset; level of theory: the ωB97M-V functional and the def2-TZVPD basis.

```
50
Properties=species:S:1:pos:R:3:lowdin_charge:R:1
O 0.457 4.503 -0.136 -0.03
H 1.311 4.571 0.397 0.05
Cr 0.700 0.244 0.083 0.71
N -0.906 1.396 -0.019 -0.22
N 0.427 0.557 2.027 -0.20
N 0.570 -0.394 -1.766 -0.08
N 1.598 -1.457 0.380 -0.10
O -1.703 1.437 -1.012 -0.14
O -0.017 0.174 -2.873 -0.01
O 2.056 -1.917 1.572 -0.01
O 0.956 -0.096 3.020 -0.14
C -0.342 1.665 2.259 -0.24
C -1.110 2.106 1.138 -0.25
C 1.187 -1.574 -1.936 -0.23
C 1.773 -2.158 -0.749 -0.23
C -2.105 3.221 1.186 -0.02
H -1.843 3.966 0.431 0.07
H -2.111 3.726 2.158 0.07
H -3.118 2.833 1.011 0.10
C -0.376 2.284 3.621 -0.02
H 0.616 2.656 3.915 0.09
H -0.714 1.560 4.373 0.09
H -1.057 3.142 3.667 0.06
C 1.172 -2.279 -3.251 0.00
C 2.545 -3.427 -0.751 0.00
H 0.879 -1.620 -4.072 0.09
H 0.463 -3.122 -3.229 0.10
H 2.163 -2.694 -3.482 0.10
H 2.687 -3.840 0.250 0.09
H 3.535 -3.250 -1.186 0.10
H 2.042 -4.180 -1.365 0.09
H -0.695 0.810 -2.491 0.09
H 1.666 -1.203 2.258 0.07
C 2.358 1.317 -0.019 -0.17
H 1.875 2.305 -0.236 0.00
H 3.044 1.126 -0.848 0.01
H 2.933 1.423 0.908 0.02
O -0.164 3.367 -2.827 -0.08
H -0.120 4.119 -2.191 0.02
H 0.698 2.935 -2.677 0.03
C -2.173 -3.353 1.286 -0.23
S -1.886 -1.648 0.705 0.79
C -2.346 -1.851 -1.019 -0.24
O -2.932 -0.779 1.334 -0.51
H -1.676 -4.031 0.564 0.06
H -3.265 -3.489 1.343 0.06
H -1.702 -3.437 2.279 0.06
H -3.362 -2.252 -1.002 0.06
H -2.330 -0.863 -1.489 0.04
H -1.658 -2.531 -1.538 0.05
```

* energy: -2622.76131 Eh
* HOMO level (spin up / spin down): -6.987 / -6.950 eV
* frontier orbital gap (spin up / spin down): 5.7 / 4.7 eV
* largest force on an atom: 3.62 eV Å⁻¹
* LUMO (spin up / spin down): -1.27 / -2.23 eV
* 2S+1: 5

***

Entry 4:
C11H26N4O7PtS as an isolated structure in a non-equilibrium geometry. Source: the Open Molecules 2025 dataset; level of theory: the ωB97M-V functional and the def2-TZVPD basis.

```
50
Properties=species:S:1:pos:R:3:lowdin_charge:R:1
O -2.690 -1.722 -2.963 -0.25
H -3.457 -2.101 -3.480 0.09
Pt -0.814 -0.921 -0.396 1.46
N -1.318 0.973 -0.987 -0.23
N 0.747 -0.364 -1.597 -0.23
N -1.382 -0.541 1.500 -0.18
N 0.583 -1.857 0.723 -0.19
O -2.146 1.725 -0.365 -0.10
O -2.312 0.364 1.838 -0.01
O 1.638 -2.472 0.205 -0.06
O 1.914 -0.912 -1.661 -0.14
C 0.496 0.685 -2.419 -0.25
C -0.660 1.419 -2.081 -0.26
C -0.752 -1.182 2.482 -0.26
C 0.411 -1.872 2.060 -0.23
C -1.220 2.630 -2.706 -0.02
H -2.263 2.453 -2.999 0.10
H -0.651 2.890 -3.599 0.07
H -1.201 3.475 -2.007 0.09
C 1.507 0.999 -3.449 -0.01
H 1.771 0.120 -4.045 0.10
H 2.429 1.394 -3.005 0.09
H 1.118 1.754 -4.138 0.08
C -1.221 -0.892 3.849 -0.01
C 1.443 -2.427 2.971 0.00
H -2.314 -0.957 3.899 0.10
H -0.911 0.124 4.125 0.09
H -0.778 -1.609 4.539 0.08
H 2.383 -2.629 2.447 0.09
H 1.096 -3.359 3.439 0.10
H 1.639 -1.722 3.794 0.10
H -2.360 0.962 0.980 0.07
H 1.863 -1.850 -0.666 0.04
C -1.133 -2.795 -2.191 -0.08
H -1.300 -2.516 -3.226 0.01
H -1.937 -3.377 -1.657 0.04
H -0.128 -3.301 -2.016 0.02
O -2.813 -0.998 -0.570 -0.41
H -2.897 -1.438 -1.988 -0.02
H -3.158 -1.755 -0.067 0.03
C 1.567 3.657 1.491 -0.25
S 1.218 1.906 1.425 0.81
C 2.876 1.228 1.325 -0.23
O 0.684 1.539 2.776 -0.54
H 2.426 3.874 0.851 0.05
H 1.753 3.923 2.535 0.06
H 0.677 4.169 1.108 0.05
H 3.584 2.055 1.464 0.05
H 2.984 0.477 2.115 0.06
H 3.007 0.772 0.336 0.04
```

* energy: -1697.46658 Eh
* HOMO level (spin up / spin down): -6.696 / -7.599 eV
* frontier orbital gap (spin up / spin down): 6.3 / 5.9 eV
* largest force on an atom: 5.75 eV Å⁻¹
* LUMO (spin up / spin down): -0.35 / -1.71 eV
* 2S+1: 3

***

Entry 5:
C11H27Br3HfO5 as an isolated structure in a non-equilibrium geometry. Source: the Open Molecules 2025 dataset; level of theory: the ωB97M-V functional and the def2-TZVPD basis.

```
47
Properties=species:S:1:pos:R:3:lowdin_charge:R:1
Hf 1.095 -0.223 -0.449 1.38
Br 1.287 -3.001 -1.222 -0.01
Br 2.087 1.774 1.344 0.01
Br 3.241 0.343 -2.300 -0.05
C -3.481 0.346 0.937 -0.05
C -2.147 1.126 0.669 -0.56
C -1.703 1.716 2.052 -0.07
O -1.103 0.446 0.065 -0.36
H -4.015 0.023 0.044 0.06
H -4.093 1.077 1.465 0.07
H -3.156 -0.491 1.553 0.06
H -2.450 2.016 0.118 0.11
H -0.979 2.495 1.810 0.05
H -1.319 0.981 2.759 0.06
H -2.554 2.140 2.584 0.07
C -1.565 -1.227 -2.517 -0.08
O -0.299 -0.521 -2.527 -0.39
C -0.229 0.504 -3.550 -0.17
C -0.398 1.854 -2.933 -0.22
O 0.472 1.935 -1.824 -0.35
C 0.220 3.261 -1.342 -0.11
H -1.491 -2.179 -1.991 0.05
H -1.895 -1.406 -3.540 0.09
H -2.260 -0.594 -1.966 0.08
H -0.964 0.348 -4.339 0.13
H 0.775 0.386 -3.959 0.09
H -1.394 1.952 -2.502 0.13
H -0.340 2.683 -3.638 0.14
H -0.771 3.287 -0.887 0.09
H 0.339 4.036 -2.099 0.10
H 0.981 3.598 -0.638 0.05
C -0.846 -2.175 1.819 -0.10
O 0.344 -1.479 1.544 -0.39
C 1.221 -1.455 2.703 -0.18
C 2.558 -1.987 2.215 -0.17
O 2.819 -1.357 0.950 -0.47
C 4.203 -1.480 0.602 -0.11
H -0.700 -3.175 2.226 0.10
H -1.549 -2.227 0.988 0.09
H -1.344 -1.544 2.555 0.09
H 0.888 -2.122 3.498 0.13
H 1.194 -0.461 3.151 0.10
H 2.470 -3.070 2.128 0.14
H 3.250 -1.682 3.000 0.14
H 4.336 -2.177 -0.225 0.08
H 4.813 -1.802 1.446 0.10
H 4.452 -0.490 0.222 0.04
```

* energy: -8581.66719 Eh
* HOMO level: -8.851 eV
* frontier orbital gap: 8.7 eV
* relative energy (zero: lowest compared OMol25 entry of this formula, charge and spin): 173.4 kJ/mol
* largest force on an atom: 2.94 eV Å⁻¹
* LUMO: -0.19 eV

***

Entry 6:
C11H27ClINdO4P2 as an isolated structure in a non-equilibrium geometry. Source: the Open Molecules 2025 dataset; level of theory: the ωB97M-V functional and the def2-TZVPD basis.

```
47
Properties=species:S:1:pos:R:3:lowdin_charge:R:1
C 2.690 -1.282 -1.788 -0.30
I 3.178 1.181 -1.301 0.96
H 1.958 -0.975 -2.554 0.05
H 2.261 -1.207 -0.777 0.02
H 2.836 -2.365 -1.959 0.10
Nd -1.764 0.815 -0.636 1.35
P -1.001 0.954 -3.422 0.66
C 0.612 1.335 -4.177 -0.28
C -1.425 -0.640 -4.228 -0.26
H -3.124 1.971 -4.053 0.05
H -1.976 1.907 -5.434 0.07
H -1.778 3.138 -4.142 0.06
C -2.078 2.105 -4.357 -0.27
H -2.297 -1.086 -3.730 0.04
H -1.654 -0.467 -5.289 0.07
H 0.484 1.545 -5.249 0.08
H 1.313 0.503 -4.046 0.02
H -0.578 -1.333 -4.141 0.05
H 1.036 2.218 -3.683 0.03
C 4.008 -0.645 -1.959 -0.79
O 5.100 -0.977 -2.301 0.12
Cl -3.511 -0.989 -0.500 -0.11
C -0.778 -3.580 3.168 -0.06
C -1.607 -2.364 2.827 -0.24
O -0.756 -1.186 2.635 -0.31
P -0.218 -0.626 1.181 0.90
O 1.385 -0.430 1.400 -0.36
C 2.135 0.230 2.474 -0.24
C 1.917 -0.389 3.823 -0.06
O -0.822 1.082 1.385 -0.60
C -0.807 1.922 2.591 -0.23
C -1.909 2.932 2.438 -0.06
H -0.229 -3.946 2.294 0.09
H -1.448 -4.380 3.495 0.10
H -0.069 -3.382 3.978 0.09
H -2.204 -2.531 1.922 0.09
H -2.284 -2.111 3.649 0.13
H 3.175 0.124 2.153 0.13
H 1.889 1.299 2.460 0.11
H 0.948 -0.109 4.249 0.07
H 2.014 -1.480 3.788 0.09
H 2.691 -0.008 4.500 0.10
H 0.183 2.375 2.634 0.12
H -0.936 1.256 3.444 0.13
H -2.888 2.453 2.326 0.09
H -1.943 3.557 3.333 0.11
H -1.731 3.589 1.579 0.09
```

* charge: +2
* energy: -2737.77228 Eh
* HOMO level (spin up / spin down): -14.349 / -14.350 eV
* frontier orbital gap (spin up / spin down): 6.0 / 6.8 eV
* largest force on an atom: 5.25 eV Å⁻¹
* LUMO (spin up / spin down): -8.39 / -7.52 eV
* 2S+1: 4

***

Entry 7:
A 6-piece molecular cluster, C11H27F6N6O8 overall in a non-equilibrium geometry. Source: the Open Molecules 2025 dataset; level of theory: the ωB97M-V functional and the def2-TZVPD basis.

```
58
Properties=species:S:1:pos:R:3:lowdin_charge:R:1
O 0.063 -0.639 -0.283 0.16
H -0.802 -1.051 0.062 0.11
H -0.060 0.253 -0.684 0.06
H 0.666 -0.505 0.511 0.09
C -2.704 -2.262 1.136 -0.50
O -3.189 -1.882 -0.179 -0.13
O -1.632 -1.604 1.474 -0.13
C -3.883 -2.095 2.105 -0.55
F -3.516 -2.423 3.365 0.12
F -4.351 -0.837 2.197 0.13
F -4.918 -2.917 1.794 0.10
C -3.423 -2.930 -1.080 -0.28
C -4.337 -2.454 -2.219 -0.08
H -5.366 -2.595 -1.869 0.07
H -4.250 -1.385 -2.413 0.06
H -4.180 -3.030 -3.128 0.07
H -3.832 -3.842 -0.642 0.11
H -2.491 -3.229 -1.587 0.12
H -2.452 -3.342 1.156 0.15
C 2.705 -1.194 2.085 -0.44
O 3.861 -0.591 1.343 -0.13
O 1.719 -0.347 1.938 -0.16
C 2.566 -2.536 1.332 -0.55
F 1.316 -3.026 1.419 0.13
F 2.855 -2.577 0.026 0.14
F 3.382 -3.448 1.944 0.09
C 4.970 -0.258 2.126 -0.32
C 6.010 0.385 1.220 -0.09
H 5.657 1.338 0.817 0.06
H 6.976 0.500 1.716 0.06
H 6.202 -0.228 0.336 0.07
H 5.463 -1.189 2.449 0.11
H 4.753 0.373 2.994 0.12
H 3.051 -1.397 3.110 0.15
C -3.239 1.788 -0.587 -0.64
O -2.064 1.440 -0.637 0.02
N -3.592 3.117 -0.731 0.14
N -4.222 0.862 -0.492 0.18
H -4.455 3.327 -1.202 0.08
H -2.807 3.709 -0.943 0.09
H -5.171 1.155 -0.617 0.10
H -3.852 -0.083 -0.546 0.07
C 1.351 3.206 0.805 -0.68
O 1.123 4.316 0.340 -0.02
N 0.462 2.174 0.874 0.16
N 2.565 2.817 1.330 0.15
H -0.485 2.334 0.574 0.07
H 0.685 1.480 1.578 0.08
H 2.748 1.829 1.458 0.07
H 3.275 3.523 1.331 0.09
C 1.192 1.771 -2.977 -0.64
O 0.754 1.222 -1.992 0.05
N 0.439 2.619 -3.740 0.15
N 2.519 1.702 -3.310 0.16
H -0.420 2.873 -3.282 0.10
H 0.456 2.667 -4.741 0.09
H 2.742 2.003 -4.242 0.09
H 3.166 1.112 -2.821 0.11
```

* charge: -1
* energy: -1965.15775 Eh
* HOMO level: -4.869 eV
* frontier orbital gap: 7.3 eV
* relative energy (zero: lowest compared OMol25 entry of this formula, charge and spin): 0.0 kJ/mol
* largest force on an atom: 2.79 eV Å⁻¹
* LUMO: 2.42 eV

***

Entry 8:
C11H27GaNO2 as an isolated structure. Source: the Open Molecules 2025 dataset; level of theory: the ωB97M-V functional and the def2-TZVPD basis.

```
42
Properties=species:S:1:pos:R:3:lowdin_charge:R:1
C 4.433 0.168 0.027 -0.14
C 4.277 -0.684 -1.230 -0.31
C 4.129 -2.177 -0.929 -0.27
C 2.758 -2.695 -0.423 -0.44
C 2.970 -3.597 0.801 -0.21
Ga 1.221 -1.388 0.044 0.34
C -0.510 -2.292 -0.567 -0.33
C -1.616 -2.395 0.481 -0.43
N -2.434 -1.172 0.493 -0.03
H 3.484 0.279 0.552 0.02
H 5.152 -0.296 0.710 0.06
H 4.809 1.169 -0.207 0.06
H 3.415 -0.336 -1.804 0.07
H 5.164 -0.539 -1.861 0.09
H 4.907 -2.434 -0.195 0.09
H 4.400 -2.728 -1.840 0.09
H 2.347 -3.341 -1.208 0.06
H 2.106 -4.245 0.979 0.06
H 3.851 -4.251 0.690 0.05
H 3.120 -3.013 1.714 0.04
H 1.370 0.087 -0.615 -0.08
H 1.166 -1.279 1.670 -0.06
H -0.228 -3.308 -0.876 0.03
H -0.930 -1.807 -1.456 0.03
H -1.169 -2.595 1.466 0.07
H -2.301 -3.229 0.270 0.08
H -3.120 -1.217 1.239 0.04
H -1.857 -0.361 0.704 0.02
O -1.645 1.796 0.871 0.11
C -2.397 2.595 0.405 -0.51
O -2.906 3.567 1.215 -0.01
C -3.691 4.642 0.705 -0.25
C -5.154 4.271 0.565 -0.07
C -2.846 2.504 -1.035 0.02
H -3.278 5.012 -0.235 0.11
H -3.572 5.436 1.442 0.12
H -5.294 3.471 -0.163 0.07
H -5.732 5.137 0.238 0.08
H -5.546 3.931 1.523 0.08
H -3.679 1.800 -1.075 0.10
H -2.023 2.070 -1.596 0.10
H -3.153 3.443 -1.487 0.06
```

* charge: -1
* energy: -2565.30898 Eh
* HOMO level: -4.025 eV
* frontier orbital gap: 6.6 eV
* relative energy (zero: lowest compared OMol25 entry of this formula, charge and spin): 171.2 kJ/mol
* largest force on an atom: 0.37 eV Å⁻¹
* LUMO: 2.56 eV